Entry 1:
Density functional theory data (the ωB97M-V functional and the def2-TZVPD basis) for a structure of composition C14H26F12N4NiO11S4 at a distorted geometry.

**Total charge**: 0
**Lowest unoccupied orbital energy (alpha / beta)**: 0.253 / -0.550 eV
**<S²>**: 2.00
**Spin multiplicity**: 3
**HOMO (alpha / beta)**: -10.50 / -10.62 eV

Geometry (Å):
O1 -2.095 3.371 -1.613
N1 0.823 -0.214 -1.354
H1 4.463 1.865 -3.131
C1 4.054 -0.908 0.569
H2 -3.528 -2.865 0.406
H3 -2.008 2.010 3.677
H4 -3.150 -0.396 0.564
F1 3.881 -2.215 0.478
S1 1.310 -2.073 2.642
C2 1.394 0.753 -3.609
H5 2.027 -1.739 -2.219
C3 1.136 -1.435 4.416
H6 -3.130 -2.753 -2.743
C4 -2.284 -0.511 2.526
F2 1.304 -0.150 4.514
H7 -1.993 -1.323 3.207
O2 3.609 -0.390 3.087
C5 1.031 -1.648 -1.772
C6 0.331 0.569 -2.512
F3 1.915 2.525 -0.536
H8 -1.279 0.644 4.588
F4 -3.299 3.533 1.404
S2 2.973 -0.114 1.861
F5 -3.909 1.507 1.133
H9 -4.368 -2.103 1.766
N2 -0.858 1.999 0.165
H10 -0.528 0.021 -2.894
F6 -4.628 3.046 -0.230
H11 -1.466 -1.666 -0.520
H12 1.497 -0.156 -4.220
H13 -0.003 1.548 -2.207
C7 3.673 1.486 -3.786
Ni1 -0.020 0.184 0.625
O3 0.430 3.298 1.907
O4 -1.218 0.452 2.519
O5 -1.225 -2.241 -2.286
H14 3.334 2.344 -4.379
H15 -3.209 -0.085 2.924
H16 0.391 -3.332 -2.868
C8 -2.568 -1.094 1.156
F7 1.991 4.644 -0.205
F8 1.997 -2.063 5.171
H17 -1.925 -3.925 -3.307
O6 2.890 1.249 1.455
C9 -3.387 -2.357 1.358
H18 4.113 0.716 -4.428
O7 2.463 -2.888 2.646
F9 5.327 -0.648 0.896
H19 1.095 -2.257 -0.863
O8 -2.628 1.029 -1.297
F10 3.803 -0.358 -0.624
H20 0.151 -1.791 -3.712
N3 -1.295 -1.376 0.448
H21 -0.900 -2.201 0.906
C10 -1.217 1.253 3.681
C11 0.077 -2.288 -2.733
S3 -0.169 3.476 0.626
H22 -2.140 -2.379 -4.171
S4 -2.202 2.271 -0.706
O9 0.069 -2.739 2.341
H23 -0.273 1.793 3.725
H24 1.141 1.636 -4.205
F11 -0.090 -1.737 4.829
O10 2.654 0.985 -2.949
C12 -2.140 -2.854 -3.184
O11 -0.999 4.608 0.515
N4 1.453 -0.708 1.699
H25 1.816 0.037 -1.298
C13 1.214 3.656 -0.592
C14 -3.585 2.639 0.486
H26 -2.895 -3.022 2.070
F12 0.782 3.853 -1.839

Here are the Mulliken charges for atoms 1 to 6, given in e: number 1, O, carries -0.5456; number 2, N, carries 1.2721; number 3, H, carries 0.2772; number 4, C, carries 0.7065; number 5, H, carries 0.3361; number 6, H, carries 0.2582


Entry 2:
Density functional theory data (the ωB97M-V functional and the def2-TZVPD basis) for a cluster of 3 separate species, C14H26F6NO5 in total at a distorted geometry.

**Total charge**: +1
**Lowest unoccupied orbital energy**: -3.160 eV
**HOMO**: -13.24 eV

Geometry (Å):
F1 3.341 1.580 -2.030
O1 0.665 -0.484 2.974
C1 1.947 2.042 -3.888
H1 -0.659 -5.141 2.696
H2 -2.792 1.515 0.887
N1 -0.963 -1.903 3.904
C2 -1.279 -3.359 3.705
C3 -4.083 1.271 -1.671
C4 2.503 -1.904 3.935
H3 4.283 -3.091 4.251
F2 -5.965 -0.009 -2.304
C5 -0.537 -1.128 2.677
C6 1.024 4.025 -6.045
H4 1.766 -2.310 4.657
H5 2.584 -0.535 2.291
O2 -2.760 1.300 -1.837
H6 1.034 4.341 -7.088
H7 0.664 -4.454 3.650
C7 3.442 -3.112 3.541
H8 3.095 -1.144 4.475
H9 -1.285 -0.322 2.540
H10 -1.341 0.701 0.317
C8 2.078 1.823 -2.385
C9 -1.840 1.672 0.376
H11 2.911 -4.062 3.712
H12 2.735 2.701 -6.212
H13 0.284 3.233 -5.931
F3 -4.041 -0.883 -2.659
H14 1.700 -1.996 1.863
H15 -1.232 2.348 0.978
C10 2.400 3.554 -5.621
O3 2.426 3.237 -4.217
F4 -4.725 0.749 -3.879
H16 -1.088 2.404 -1.487
C11 -0.180 -4.189 2.997
H17 0.216 -3.743 2.073
C12 -4.712 0.272 -2.635
H18 -0.539 -1.711 1.745
H19 3.126 4.353 -5.765
H20 3.765 -3.061 2.489
H21 -0.253 -1.738 4.624
H22 0.699 4.863 -5.425
H23 -1.822 -1.473 4.257
F5 1.682 2.889 -1.673
H24 -2.572 3.195 -0.982
C13 -2.053 2.236 -1.012
C14 1.838 -1.258 2.674
H25 -2.273 -3.484 3.240
F6 1.354 0.788 -1.950
H26 -1.388 -3.790 4.721
O4 -4.688 1.950 -0.902
O5 1.508 1.241 -4.652

Here are the Mulliken charges for atoms 1 to 6, given in e: number 1, F, carries -0.2705; number 2, O, carries -0.4218; number 3, C, carries 0.3318; number 4, H, carries 0.3897; number 5, H, carries 0.4519; number 6, N, carries 0.0112


Entry 3:
Density functional theory data (the ωB97M-V functional and the def2-TZVPD basis) for a structure of composition C14H26N2O4S at a distorted geometry.

**Total charge**: 0
**Lowest unoccupied orbital energy**: 0.494 eV
**HOMO**: -8.64 eV

Geometry (Å):
H1 0.356 5.878 1.059
H2 -0.720 -0.897 2.964
H3 0.913 3.545 2.343
N1 0.719 -1.497 -0.109
H4 1.113 4.004 -2.208
O1 1.075 4.626 -0.238
H5 -0.920 4.351 2.591
C1 0.367 3.869 -1.103
H6 0.280 -5.775 -0.218
C2 1.070 -5.296 -0.887
C3 0.432 -0.373 -0.521
H7 -2.033 0.649 1.354
S1 0.241 -2.965 -0.914
C4 -0.161 1.432 1.648
O2 -0.418 -2.637 -2.111
H8 0.751 -0.570 -1.723
C5 -1.068 4.425 -1.348
H9 1.362 -5.414 -3.242
H10 -2.148 5.021 0.449
H11 0.397 2.773 -0.956
H12 -1.321 4.885 -2.333
N2 -0.737 2.678 1.345
C6 0.059 4.946 0.822
C7 0.644 -1.478 1.582
H13 1.888 -3.776 -0.052
H14 2.004 -6.113 -0.964
H15 2.199 -3.657 -1.734
C8 -0.098 3.906 1.878
H16 0.182 -6.554 -2.472
H17 -1.790 2.833 1.053
H18 0.622 -2.482 1.757
H19 1.199 0.363 -0.437
C9 -1.075 5.171 -0.094
C10 -1.094 0.053 -0.281
C11 1.501 -3.930 -0.845
H20 -1.532 6.231 -0.269
O3 0.803 1.424 2.142
C12 -0.746 -1.021 1.769
H21 -1.736 3.546 -1.584
H22 -1.187 1.129 -0.769
H23 -0.292 -4.840 -2.629
H24 -1.805 -0.535 -0.892
O4 -1.050 -3.553 0.074
C13 -1.268 0.305 1.144
H25 1.659 -0.800 1.778
H26 -1.396 -1.887 1.694
C14 0.635 -5.627 -2.384

Here are the Mulliken charges for atoms 1 to 6, given in e: number 1, H, carries 0.6978; number 2, H, carries 0.3451; number 3, H, carries 0.3191; number 4, N, carries -0.0015; number 5, H, carries 0.3109; number 6, O, carries -0.5028


Entry 4:
Density functional theory data (the ωB97M-V functional and the def2-TZVPD basis) for a structure of composition C14H26N2PtS4 at a distorted geometry.

**Total charge**: +2
**Lowest unoccupied orbital energy**: -6.871 eV
**HOMO**: -14.11 eV

Geometry (Å):
C1 2.501 -3.285 -3.490
H1 4.450 -1.713 -1.268
H2 1.693 -2.761 -4.008
H3 2.482 -4.326 -3.813
H4 -1.801 3.141 1.405
H5 4.901 -0.779 -3.484
H6 2.992 -3.854 -1.467
H7 3.980 -2.631 -4.915
C2 -3.018 0.069 -0.928
H8 3.618 -0.159 -1.416
H9 4.659 -3.234 -3.413
C3 1.504 -1.339 -0.701
H10 -2.425 -0.300 -1.766
H11 -1.900 2.496 3.394
C4 -3.541 0.440 2.615
H12 -4.253 0.464 3.442
H13 -3.125 2.089 -1.626
Pt1 -0.678 -0.008 1.313
H14 0.439 2.703 4.351
H15 1.260 -3.622 -1.734
H16 0.515 0.956 4.541
H17 -3.368 1.959 0.115
C5 0.382 3.114 1.452
H18 -4.799 -0.511 1.144
C6 3.660 -1.176 -1.800
C7 -3.868 -0.698 1.680
N1 0.722 -0.885 0.024
N2 2.376 -1.854 -1.504
C8 2.249 -3.249 -1.992
C9 -1.427 1.699 3.963
C10 3.916 -1.209 -3.298
S1 -1.035 1.872 -0.489
C11 0.077 1.758 3.943
H19 3.178 -0.583 -3.807
S2 -2.583 -1.066 0.448
H20 -1.010 4.163 0.200
H21 1.203 3.267 0.751
H22 -1.788 1.748 4.992
H23 -3.536 1.412 2.129
S3 0.808 1.533 2.305
C12 -2.801 1.565 -0.727
S4 -1.895 0.103 3.265
H24 -3.991 -1.632 2.231
C13 3.843 -2.639 -3.834
H25 -4.066 -0.134 -1.160
C14 -0.956 3.208 0.724
H26 0.458 3.891 2.214

Here are the Mulliken charges for atoms 1 to 6, given in e: number 1, C, carries -0.5407; number 2, H, carries 0.3007; number 3, H, carries 0.2895; number 4, H, carries 0.3396; number 5, H, carries 0.0512; number 6, H, carries 0.3399


Here are the calculated energy above the lowest of the compared OMol25 structures with the same formula, charge and spin numbers, same order: 0.00, 58.16, 1511.48, 0.00 (kJ/mol).